Below is C27H45CuGeNPSe as an isolated structure, with properties calculated with wB97M-V/def2-TZVPD.

The geometry in XYZ format:
```
77
C27H45CuGeNPSe | OMol25 | wB97M-V/def2-TZVPD
Cu 0.500 -0.299 -0.497
C -2.085 -4.043 1.254
C -0.962 -3.032 1.051
C -0.774 -2.171 2.300
P -1.055 -1.896 -0.402
C -1.353 -2.916 -1.915
C -2.781 -3.390 -2.170
C -0.858 -2.112 -3.120
C -2.458 -0.775 -0.165
C -3.776 -1.204 0.019
C -4.832 -0.335 0.230
C -6.237 -0.829 0.443
C -4.528 1.031 0.246
C -3.248 1.501 0.071
C -2.155 0.620 -0.134
N -0.885 1.057 -0.297
C -0.578 2.428 -0.240
C -0.210 3.014 0.979
C -0.245 2.189 2.234
C 0.208 4.340 1.000
C 0.266 5.108 -0.158
C 0.686 6.552 -0.110
C -0.106 4.510 -1.357
C -0.529 3.187 -1.416
C -0.910 2.547 -2.720
H -1.867 -4.662 2.128
H -2.198 -4.712 0.401
H -3.038 -3.547 1.438
H -0.030 -3.582 0.870
H -1.673 -1.583 2.499
H 0.060 -1.473 2.189
H -0.579 -2.803 3.168
H -0.700 -3.787 -1.780
H -3.438 -2.538 -2.345
H -3.195 -3.971 -1.349
H -2.802 -4.017 -3.065
H -1.421 -1.179 -3.210
H -1.002 -2.679 -4.042
H 0.199 -1.858 -3.029
H -3.991 -2.265 -0.011
H -6.317 -1.890 0.203
H -6.950 -0.293 -0.185
H -6.559 -0.703 1.480
H -5.330 1.746 0.400
H -3.057 2.567 0.089
H -1.235 1.759 2.396
H 0.021 2.791 3.103
H 0.453 1.350 2.163
H 0.497 4.784 1.947
H 1.381 6.734 0.711
H -0.175 7.208 0.038
H 1.172 6.854 -1.038
H -0.064 5.089 -2.275
H -0.790 3.245 -3.549
H -1.947 2.204 -2.701
H -0.296 1.663 -2.910
C 4.969 -0.412 2.415
Ge 4.833 -1.566 0.848
C 3.398 -2.873 1.069
C 6.534 -2.462 0.492
C 4.380 -0.435 -0.703
Se 2.668 0.452 -0.412
C 3.114 2.317 -0.684
H 5.182 -1.002 3.306
H 4.032 0.122 2.571
H 5.770 0.318 2.291
H 3.549 -3.462 1.973
H 3.361 -3.553 0.217
H 2.434 -2.366 1.145
H 6.803 -3.111 1.326
H 7.333 -1.734 0.356
H 6.469 -3.073 -0.408
H 4.310 -1.014 -1.623
H 5.113 0.357 -0.857
H 3.795 2.640 0.098
H 2.176 2.867 -0.612
H 3.553 2.455 -1.669
```

- frontier orbital gap (eV) = 6.8
- energy above the lowest of the compared OMol25 structures with the same formula, charge and spin (kcal per mole) = 0.0
- net charge = 0
- E_tot (hartree) = -7570.78372

Löwdin atomic charge list, values in e, 2 entries: -0.001, -0.108


Below is a 2-piece molecular cluster, H6NO overall at a distorted geometry, with properties calculated with wB97M-V/def2-TZVPD.

The geometry in XYZ format:
```
8
H6NO | OMol25 | wB97M-V/def2-TZVPD
O 2.290 0.762 -2.514
H 2.285 0.147 -3.282
H 2.995 1.415 -2.724
N -1.514 -0.464 1.704
H -1.685 0.425 2.211
H -0.824 -0.304 0.946
H -2.404 -0.807 1.295
H -1.143 -1.173 2.365
```

- frontier orbital gap (eV) = 9.3
- energy above the lowest of the compared OMol25 structures with the same formula, charge and spin (kcal per mole) = 16.2
- net charge = +1
- E_tot (hartree) = -133.32178

Löwdin atomic charge list, values in e, 2 entries: -0.101, 0.049


Below is C4H7CsO2 as an isolated structure at a distorted geometry, with properties calculated with wB97M-V/def2-TZVPD.

The geometry in XYZ format:
```
14
C4H7CsO2 | OMol25 | wB97M-V/def2-TZVPD
C 1.187 0.150 0.472
C 0.156 -0.591 0.029
C -1.151 0.020 -0.137
O -1.992 -0.398 -0.928
Cs -7.168 -0.763 -1.383
H 1.005 1.174 0.817
H 0.291 -1.615 -0.330
H -1.284 1.017 0.330
H -6.147 1.535 0.046
O 3.495 0.694 0.021
C 2.615 -0.299 0.497
H 2.733 -1.245 -0.054
H 3.365 0.810 -0.925
H 2.894 -0.490 1.545
```

- frontier orbital gap (eV) = 5.0
- energy above the lowest of the compared OMol25 structures with the same formula, charge and spin (kcal per mole) = 27.4
- net charge = 0
- E_tot (hartree) = -327.07755

Löwdin atomic charge list, values in e, 2 entries: -0.062, -0.069


Below is an isolated ion of composition C4H6FO2S and charge -1 at a distorted geometry, with properties calculated with wB97M-V/def2-TZVPD.

The geometry in XYZ format:
```
14
C4H6FO2S | OMol25 | wB97M-V/def2-TZVPD
C -1.138 -0.985 0.336
C 0.114 -0.904 1.077
C 0.145 0.116 -0.060
C 0.122 1.560 0.221
O 1.490 0.726 -2.095
O 1.041 -1.815 -1.846
F -1.055 2.141 0.806
S 0.532 -0.440 -1.868
H -1.232 -1.750 -0.337
H -1.976 -0.569 0.648
H 0.091 -0.426 2.043
H 0.817 -1.745 0.882
H 0.087 2.111 -0.681
H 0.961 1.981 0.873
```

- frontier orbital gap (eV) = 7.2
- energy above the lowest of the compared OMol25 structures with the same formula, charge and spin (kcal per mole) = 37.3
- net charge = -1
- E_tot (hartree) = -804.50241

Löwdin atomic charge list, values in e, 2 entries: -0.082, -0.193


Below is a 4-piece molecular cluster, C49H33FN3O9 overall at a distorted geometry, with properties calculated with wB97M-V/def2-TZVPD.

The geometry in XYZ format:
```
95
C49H33FN3O9 | OMol25 | wB97M-V/def2-TZVPD
C -1.626 4.793 0.639
C -2.929 5.626 1.111
O -3.493 5.207 2.169
O -3.430 6.798 0.448
C -4.387 6.485 -0.565
O -4.000 6.540 -1.769
C -5.931 6.127 -0.333
N -6.249 5.497 0.984
C -6.602 6.439 2.042
C -6.912 5.477 3.215
N -6.714 4.091 2.768
F -6.878 2.983 3.512
C -6.311 4.114 1.384
N -6.009 2.982 0.468
H -1.155 4.395 1.618
H -0.896 5.531 0.165
H -1.875 3.882 -0.005
H -6.521 7.106 -0.418
H -6.292 5.408 -1.150
H -6.668 7.582 2.034
H -7.259 5.850 4.244
H -5.115 3.168 -0.011
H -6.790 3.001 -0.211
C 2.525 -2.700 -4.123
C 3.623 -2.198 -3.429
C 3.604 -0.896 -2.940
C 2.489 -0.086 -3.157
C 1.398 -0.580 -3.874
C 1.414 -1.893 -4.347
C 0.229 0.284 -4.153
O -0.726 -0.147 -4.776
C 0.241 1.684 -3.671
C -0.828 2.529 -3.976
C -0.832 3.842 -3.516
C 0.227 4.314 -2.743
C 1.297 3.477 -2.442
C 1.310 2.163 -2.914
C 2.470 1.292 -2.618
O 3.399 1.706 -1.945
H 2.537 -3.719 -4.496
H 4.495 -2.824 -3.266
H 4.461 -0.513 -2.395
H 0.563 -2.288 -4.894
H -1.658 2.166 -4.575
H -1.662 4.498 -3.759
H 0.221 5.336 -2.378
H 2.122 3.852 -1.843
C 5.139 -9.848 -6.978
C 6.212 -10.531 -6.408
C 7.093 -9.865 -5.564
C 6.912 -8.508 -5.295
C 5.852 -7.818 -5.885
C 4.959 -8.493 -6.718
C 5.677 -6.367 -5.647
O 4.749 -5.763 -6.159
C 6.651 -5.659 -4.786
C 6.532 -4.281 -4.600
C 7.434 -3.608 -3.782
C 8.452 -4.310 -3.140
C 8.577 -5.683 -3.328
C 7.682 -6.358 -4.159
C 7.845 -7.812 -4.381
O 8.738 -8.427 -3.823
H 4.446 -10.370 -7.629
H 6.359 -11.585 -6.622
H 7.924 -10.405 -5.119
H 4.125 -7.965 -7.169
H 5.740 -3.727 -5.095
H 7.343 -2.535 -3.642
H 9.151 -3.786 -2.496
H 9.375 -6.224 -2.829
C -3.694 3.359 4.411
C -4.155 2.124 3.960
C -4.246 1.049 4.839
C -3.865 1.205 6.172
C -3.381 2.434 6.619
C -3.307 3.515 5.739
C -2.927 2.598 8.019
O -2.508 3.673 8.411
C -2.982 1.434 8.932
C -2.505 1.558 10.238
C -2.565 0.473 11.106
C -3.111 -0.735 10.678
C -3.583 -0.864 9.376
C -3.511 0.218 8.497
C -3.983 0.060 7.104
O -4.457 -0.997 6.726
H -3.632 4.201 3.725
H -4.445 1.998 2.920
H -4.610 0.091 4.482
H -2.944 4.478 6.084
H -2.081 2.497 10.579
H -2.188 0.569 12.120
H -3.164 -1.579 11.358
H -4.003 -1.810 9.047
```

- frontier orbital gap (eV) = 6.8
- net charge = +1
- E_tot (hartree) = -2827.94696

Löwdin atomic charge list, values in e, 2 entries: 0.034, -0.307


Below is a 2-piece molecular cluster, C5H15NSi overall at a distorted geometry, with properties calculated with wB97M-V/def2-TZVPD.

The geometry in XYZ format:
```
22
C5H15NSi | OMol25 | wB97M-V/def2-TZVPD
C -1.152 -0.920 2.651
C 1.925 0.810 -1.373
C -0.519 1.288 -1.797
C -0.521 0.018 1.688
C 0.523 0.235 -1.454
N 1.099 -2.145 0.108
Si -0.053 -0.862 -0.021
H -1.212 -0.549 3.671
H -2.342 -0.943 2.478
H -0.842 -1.948 2.567
H 2.223 1.205 -2.391
H 1.946 1.420 -0.486
H 2.700 0.036 -1.121
H -1.268 0.943 -2.568
H 0.063 1.980 -2.437
H -0.767 1.962 -0.975
H 0.525 0.283 2.040
H -1.054 1.004 1.661
H 0.408 -0.467 -2.254
H 1.836 -2.388 -0.585
H 1.087 -2.703 0.899
H -1.612 -1.716 -0.767
```

- frontier orbital gap (eV) = 9.7
- energy above the lowest of the compared OMol25 structures with the same formula, charge and spin (kcal per mole) = 31.5
- net charge = 0
- E_tot (hartree) = -543.70533

Löwdin atomic charge list, values in e, 2 entries: -0.233, -0.131


Below is one molecule with the formula C3H7NO3 at a distorted geometry, with properties calculated with wB97M-V/def2-TZVPD.

The geometry in XYZ format:
```
14
C3H7NO3 | OMol25 | wB97M-V/def2-TZVPD
C 0.783 -0.146 0.094
C 2.083 -0.625 -0.632
O 2.357 -1.801 0.069
N -0.273 0.496 -0.563
C -1.523 0.823 0.038
O -1.741 0.214 1.232
O -2.421 1.381 -0.535
H 0.427 -1.109 0.617
H 1.171 0.366 1.038
H 2.153 -0.866 -1.701
H 2.811 0.206 -0.349
H 2.756 -1.641 0.967
H -0.159 1.084 -1.428
H -0.861 -0.181 1.680
```

- frontier orbital gap (eV) = 10.0
- energy above the lowest of the compared OMol25 structures with the same formula, charge and spin (kcal per mole) = 53.3
- net charge = 0
- SMILES string = O=C(O)NCCO
- E_tot (hartree) = -398.95270

Löwdin atomic charge list, values in e, 2 entries: -0.247, -0.241